Model P:
C2H4ClOP | wB97M-V/def2-TZVPD

Properties
Charge = 0
Molecular weight = 110.480 g mol⁻¹
2S+1 = 1

Last columns: bonded neighbours and bond lengths (Å).
Cartesian coordinates (Å):
1 C 0.03055 -0.46379 -0.10738  C5 1.518, P6 1.635, H8 1.011
2 O -3.12103 -0.06649 0.27738  Cl7 1.566
3 H 1.22233 1.12095 0.39506  C5 1.029
4 H 1.91137 0.27326 -0.94056  C5 1.168
5 C 1.40258 0.15037 0.10414  C1 1.518, H3 1.029, H4 1.168, H9 1.121
6 P -0.61569 -1.94827 0.11815  C1 1.635
7 Cl -2.30599 1.22707 -0.06288  O2 1.566
8 H -0.57994 0.25113 -0.47842  C1 1.011
9 H 2.05580 -0.54422 0.69451  C5 1.121

Model Q:
C2H4ClOP | wB97M-V/def2-TZVPD

Properties
Charge = 0
Molecular weight = 110.480 g mol⁻¹
2S+1 = 1

Last columns: bonded neighbours and bond lengths (Å).
Cartesian coordinates (Å):
1 P 0.84281 -1.61357 0.15232  C4 1.708
2 Cl 2.93529 1.50840 0.13361  O9 1.647
3 H -1.96781 -0.23319 0.95987  C6 1.135
4 C -0.05946 -0.17041 0.00972  P1 1.708, C6 1.506, H7 1.094
5 H -2.05248 -0.78818 -0.76355  C6 1.063
6 C -1.56162 -0.12459 -0.09402  H3 1.135, C4 1.506, H5 1.063, H8 1.126
7 H 0.65481 0.65144 0.11212  C4 1.094
8 H -2.11553 0.82916 -0.32160  C6 1.126
9 O 3.32401 -0.05906 -0.18847  Cl2 1.647

Short version: model P is the least stable of them.

Model P:
C2H4ClOP | wB97M-V/def2-TZVPD

Properties
Charge = 0
Molecular weight = 110.480 g mol⁻¹
SMILES = CO/C=P/Cl
2S+1 = 1

Last columns: bonded neighbours and bond lengths (Å).
Cartesian coordinates (Å):
1 H 1.83237 0.87239 0.41864  C9 1.201
2 P -2.37867 -0.57800 0.49170  C6 1.669, Cl7 1.958
3 H -0.94196 0.82533 -0.57165  C6 1.017
4 H 2.36996 -0.90984 0.35753  C9 1.076
5 H 1.54476 -0.28075 -1.07054  C9 1.068
6 C -0.89065 0.07599 0.11454  P2 1.669, H3 1.017, O8 1.480
7 Cl -3.51337 0.87592 -0.16509  P2 1.958
8 O 0.35919 -0.65008 0.43066  C6 1.480, C9 1.397
9 C 1.61838 -0.23095 -0.00578  H1 1.201, H4 1.076, H5 1.068, O8 1.397

Model Q:
C2H4ClOP | wB97M-V/def2-TZVPD

Properties
Charge = 0
Molecular weight = 110.480 g mol⁻¹
2S+1 = 1

Last columns: bonded neighbours and bond lengths (Å).
Cartesian coordinates (Å):
1 P -0.23683 -0.47463 0.52170  C2 2.280, C3 1.727, O5 1.719
2 C 1.37262 -1.85401 -0.31837  P1 2.280, C3 1.496, H4 1.090, O5 1.458, H6 1.082
3 C 1.47833 -0.50500 0.31870  P1 1.727, C2 1.496, H7 1.095
4 H 2.14303 -2.57233 -0.03915  C2 1.090
5 O -0.02289 -2.10524 0.02259  P1 1.719, C2 1.458
6 H 1.33717 -1.66353 -1.38245  C2 1.082
7 H 2.44584 -0.01325 0.46447  C3 1.095
8 H -3.81358 0.68587 0.21484  Cl9 1.187
9 Cl -4.08564 -0.10255 -0.62923  H8 1.187

Model R:
C2H4ClOP | wB97M-V/def2-TZVPD

Properties
Charge = 0
Molecular weight = 110.480 g mol⁻¹
SMILES = C=CCl.O=P
2S+1 = 1

Last columns: bonded neighbours and bond lengths (Å).
Cartesian coordinates (Å):
1 H -0.92282 0.85960 0.26037  C2 1.077
2 C -0.66643 0.58942 1.27138  H1 1.077, H6 1.077, C9 1.319
3 P 0.57629 -0.66570 -2.76542  O4 1.455, H7 1.469
4 O -0.83715 -0.33088 -2.85168  P3 1.455
5 H 0.53172 -0.63797 2.53234  C9 1.075
6 H -1.20180 1.09602 2.05667  C2 1.077
7 H 1.22004 0.57198 -2.30535  P3 1.469
8 Cl 1.06329 -1.14995 0.25716  C9 1.735
9 C 0.23686 -0.33254 1.54455  C2 1.319, H5 1.075, Cl8 1.735

Short version: model Q is the least stable of them.

Model P:
C20H22N2O4 | wB97M-V/def2-TZVPD

Properties
Charge = 0
Molecular weight = 354.406 g mol⁻¹
SMILES = C/C=C1\C[N@+]2([O-])CC[C@]34C(=O)c5ccccc5N3[C@@H](C(=O)OC)[C@H]1C[C@@H]42
2S+1 = 1

Last columns: bonded neighbours and bond lengths (Å).
Cartesian coordinates (Å):
1 H -1.49362 2.97952 2.56711  C47 1.096
2 C 0.40286 -0.17187 2.75396  O11 1.225, C15 1.414, C44 1.536
3 H -2.04919 0.38178 2.24884  C35 1.070
4 H 3.11405 -1.08899 -0.54590  C38 1.082
5 C -2.01815 -0.56047 0.30797  H13 1.077, C24 1.505, C35 1.552, H41 1.099
6 H 2.25602 -3.87906 -1.55508  C22 1.108
7 C 3.79128 -2.04499 1.30529  C38 1.404, C39 1.403, H45 1.075
8 H -2.40587 3.34259 -2.92148  C17 1.117
9 C -1.76774 1.28850 -2.91748  C17 1.485, H36 1.068, C46 1.393
10 N -2.02907 1.88183 0.85765  O14 1.223, C29 1.480, C35 1.463, C47 1.458
11 O -0.11862 -0.17606 3.86204  C2 1.225
12 C 0.20240 2.09245 1.61294  H18 1.082, H33 1.118, C44 1.506, C47 1.507
13 H -3.08654 -0.59506 0.17777  C5 1.077
14 O -3.12533 2.09691 1.35616  N10 1.223
15 C 1.57764 -0.89301 2.43729  C2 1.414, C27 1.396, C40 1.401
16 H 0.66191 0.12993 -1.61373  C31 1.079
17 C -2.18731 2.51583 -3.64025  H8 1.117, C9 1.485, H28 1.087, H30 1.104
18 H 0.82594 2.38301 0.77724  C12 1.082
19 H -1.07507 3.78548 1.05713  C47 1.106
20 H 4.21770 -2.92272 3.27204  C39 1.111
21 H -1.77209 -0.98244 -1.75728  C24 1.101
22 C 1.78278 -3.47994 -2.47413  H6 1.108, H25 1.141, H37 1.112, O42 1.426
23 N 0.79317 -0.00942 0.43931  C27 1.387, C31 1.516, C44 1.486
24 C -1.34748 -0.29263 -1.01218  C5 1.505, H21 1.101, C31 1.553, C46 1.550
25 H 2.60770 -3.37311 -3.25514  C22 1.141
26 O -0.09752 -2.89302 -0.65748  C43 1.240
27 C 1.80991 -0.70718 1.07336  C15 1.396, N23 1.387, C38 1.381
28 H -1.35421 2.82117 -4.26802  C17 1.087
29 C -2.16718 2.21230 -0.57871  N10 1.480, H34 1.078, C46 1.518, H48 1.091
30 H -3.09459 2.31279 -4.23526  C17 1.104
31 C 0.18630 -0.48556 -0.86565  H16 1.079, N23 1.516, C24 1.553, C43 1.575
32 H 2.21900 -1.70424 4.29053  C40 1.071
33 H 0.71722 2.40810 2.55379  C12 1.118
34 H -1.60390 3.09898 -0.82238  C29 1.078
35 C -1.59187 0.55706 1.29755  H3 1.070, C5 1.552, N10 1.463, C44 1.571
36 H -1.43934 0.45784 -3.50319  C9 1.068
37 H 1.00179 -4.13605 -2.91801  C22 1.112
38 C 2.93934 -1.26470 0.50692  H4 1.082, C7 1.404, C27 1.381
39 C 3.53646 -2.29100 2.66327  C7 1.403, H20 1.111, C40 1.398
40 C 2.44630 -1.63768 3.24576  C15 1.401, H32 1.071, C39 1.398
41 H -1.67279 -1.50052 0.76099  C5 1.099
42 O 1.34810 -2.13621 -2.27610  C22 1.426, C43 1.342
43 C 0.49929 -1.98116 -1.24826  O26 1.240, C31 1.575, O42 1.342
44 C -0.03617 0.60942 1.50624  C2 1.536, C12 1.506, N23 1.486, C35 1.571
45 H 4.70746 -2.41383 0.88180  C7 1.075
46 C -1.74944 1.11031 -1.53573  C9 1.393, C24 1.550, C29 1.518
47 C -1.12875 2.79707 1.54964  H1 1.096, N10 1.458, C12 1.507, H19 1.106
48 H -3.23277 2.35805 -0.76115  C29 1.091

Model Q:
C20H22N2O4 | wB97M-V/def2-TZVPD

Properties
Charge = 0
Molecular weight = 354.406 g mol⁻¹
SMILES = COc1cc(-c2cnc3c(c2)[C@H](CC2CC2)C(=O)N3)cc(OC)c1OC
2S+1 = 1

Last columns: bonded neighbours and bond lengths (Å).
Cartesian coordinates (Å):
1 C -0.22327 1.13465 -6.14622  H9 1.141, H16 1.093, O31 1.448, H35 1.134
2 H 0.49176 -1.80533 3.87964  C4 1.103
3 O 0.62430 -0.49010 -4.09648  C19 1.328, C28 1.428
4 C 1.49418 -1.66733 3.44149  H2 1.103, C5 1.612, C20 1.570, H37 1.053
5 C 2.60006 -2.35330 4.39226  C4 1.612, C13 1.568, C21 1.445, H45 1.098
6 C -1.62405 1.74805 1.27881  N32 1.338, H41 1.071, C47 1.482
7 H -2.32632 2.75608 -1.19328  C18 1.069
8 H -0.17895 2.06060 4.90696  N43 1.107
9 H 0.73951 1.65995 -5.83248  C1 1.141
10 H -0.26027 -2.16196 -3.33554  C28 1.058
11 H 2.53985 0.23266 2.92649  C20 1.018
12 O 1.93109 0.96906 5.28095  C22 1.236
13 C 2.32588 -3.75490 5.04038  C5 1.568, C21 1.565, H40 1.134, H42 1.127
14 H -4.86593 2.56110 -4.56195  C44 1.138
15 H 1.45973 -2.14381 -3.26973  C28 1.081
16 H -0.63548 1.58187 -7.05421  C1 1.093
17 H -3.84398 1.16203 -4.92895  C44 1.116
18 C -1.69907 2.02194 -1.65206  H7 1.069, C25 1.413, C46 1.390
19 C -0.15397 0.28935 -3.35537  O3 1.328, C23 1.391, C48 1.378
20 C 1.62184 -0.12385 3.18607  C4 1.570, H11 1.018, C22 1.501, C34 1.515
21 C 2.45188 -2.40819 5.82839  C5 1.445, C13 1.565, H27 1.081, H30 1.094
22 C 1.14661 0.65472 4.37865  O12 1.236, C20 1.501, N43 1.362
23 C 0.10721 0.32490 -1.98992  C19 1.391, C25 1.433, H33 1.056
24 H -4.67717 1.28451 -3.37167  C44 1.073
25 C -0.68827 1.17185 -1.15093  C18 1.413, C23 1.433, C47 1.483
26 C -0.51490 0.96489 3.03253  N32 1.297, C34 1.413, N43 1.401
27 H 1.69168 -1.73239 6.19466  C21 1.081
28 C 0.60522 -1.90195 -3.88607  O3 1.428, H10 1.058, H15 1.081, H29 1.169
29 H 0.59155 -2.43628 -4.92607  C28 1.169
30 H 3.33828 -2.23336 6.44464  C21 1.094
31 O -1.30676 1.34844 -5.20904  C1 1.448, C48 1.399
32 N -1.51669 1.67292 2.61050  C6 1.338, C26 1.297
33 H 0.84877 -0.28970 -1.55734  C23 1.056
34 C 0.55050 0.43382 2.27148  C20 1.515, C26 1.413, C39 1.347
35 H -0.04559 0.02925 -6.32748  C1 1.134
36 H 1.05084 -0.23681 0.32006  C39 1.108
37 H 1.45411 -2.14959 2.50664  C4 1.053
38 O -3.05467 2.68945 -3.45309  C44 1.495, C46 1.404
39 C 0.38837 0.40383 0.93497  C34 1.347, H36 1.108, C47 1.417
40 H 1.26593 -4.11271 4.85438  C13 1.134
41 H -2.41370 2.35650 0.88619  C6 1.071
42 H 3.18205 -4.48653 5.00700  C13 1.127
43 N -0.14466 1.08906 4.37848  H8 1.107, C22 1.362, C26 1.401
44 C -4.11379 1.84827 -4.09074  H14 1.138, H17 1.116, H24 1.073, O38 1.495
45 H 3.56721 -2.12920 3.92228  C5 1.098
46 C -1.98061 1.90282 -3.00780  C18 1.390, O38 1.404, C48 1.416
47 C -0.65776 1.14527 0.33103  C6 1.482, C25 1.483, C39 1.417
48 C -1.14256 1.11944 -3.83849  C19 1.378, O31 1.399, C46 1.416

Short version: model Q is the least stable of them.